*i*
75
Properties=species:S:1:pos:R:3:lowdin_charge:R:1 method="wB97M-V/def2-TZVPD" orbital_gap_ev=7.05 spin_multiplicity=1 total_charge=0
Pd -0.1090 0.7459 0.3933 0.386
C -0.8946 0.8133 3.7132 -0.177
Si -0.0443 -0.2381 2.4433 0.518
C -0.8577 -1.9434 2.3100 -0.278
C -0.6002 -3.0789 3.0738 -0.084
C -1.2489 -4.2743 2.7965 -0.073
C -2.1634 -4.3499 1.7476 -0.069
C -2.4397 -3.2243 0.9855 -0.087
C -1.7919 -2.0256 1.2740 -0.361
P -1.9994 -0.4590 0.3711 0.953
C -3.6298 0.2066 0.8344 -0.345
C -3.7241 1.5687 1.0968 -0.126
C -4.9484 2.1336 1.4306 -0.067
C -6.0785 1.3370 1.5136 -0.079
C -5.9900 -0.0269 1.2572 -0.080
C -4.7723 -0.5912 0.9161 -0.075
C -2.1612 -0.8801 -1.3875 -0.333
C -2.9009 -0.0494 -2.2263 -0.084
C -2.9496 -0.3110 -3.5872 -0.069
C -2.2677 -1.3983 -4.1130 -0.080
C -1.5181 -2.2197 -3.2806 -0.080
C -1.4518 -1.9580 -1.9210 -0.094
C 1.7540 -0.4711 2.9514 -0.285
C 2.1380 -0.7128 4.2708 -0.090
C 3.4712 -0.9275 4.5937 -0.074
C 4.4404 -0.9015 3.5999 -0.070
C 4.0772 -0.6648 2.2823 -0.065
C 2.7411 -0.4525 1.9582 -0.363
P 2.1735 -0.1313 0.2473 1.041
C 3.5255 0.7686 -0.5690 -0.359
C 3.4111 2.1543 -0.6578 -0.083
C 4.4398 2.8955 -1.2256 -0.069
C 5.5723 2.2593 -1.7103 -0.082
C 5.6857 0.8765 -1.6313 -0.081
C 4.6659 0.1311 -1.0626 -0.111
C 2.1586 -1.7712 -0.5457 -0.354
C 2.2280 -1.8661 -1.9354 -0.102
C 2.0746 -3.0928 -2.5611 -0.089
C 1.8196 -4.2334 -1.8096 -0.088
C 1.7338 -4.1433 -0.4269 -0.077
C 1.9110 -2.9194 0.2039 -0.084
H -0.8399 0.3936 4.7201 0.034
H -1.9476 0.9411 3.4510 0.023
H -0.4210 1.7983 3.7166 0.042
H 0.1319 -3.0366 3.8740 0.103
H -1.0307 -5.1578 3.3835 0.104
H -2.6511 -5.2886 1.5185 0.105
H -3.1225 -3.2948 0.1470 0.108
H -2.8435 2.1933 1.0156 0.047
H -5.0129 3.1974 1.6172 0.110
H -7.0335 1.7757 1.7736 0.103
H -6.8719 -0.6515 1.3215 0.103
H -4.7131 -1.6531 0.7188 0.095
H -3.4170 0.8112 -1.8187 0.086
H -3.5185 0.3409 -4.2371 0.108
H -2.3139 -1.6019 -5.1754 0.103
H -0.9761 -3.0627 -3.6880 0.100
H -0.8527 -2.5900 -1.2732 0.096
H 1.3908 -0.7203 5.0570 0.101
H 3.7568 -1.1032 5.6232 0.105
H 5.4809 -1.0561 3.8554 0.106
H 4.8383 -0.6297 1.5128 0.100
H 2.5126 2.6408 -0.2948 0.055
H 4.3505 3.9715 -1.2985 0.107
H 6.3685 2.8402 -2.1586 0.103
H 6.5684 0.3816 -2.0160 0.103
H 4.7466 -0.9485 -1.0109 0.106
H 2.4031 -0.9750 -2.5269 0.113
H 2.1466 -3.1585 -3.6395 0.107
H 1.6906 -5.1894 -2.3009 0.103
H 1.5329 -5.0273 0.1652 0.105
H 1.8516 -2.8568 1.2842 0.098
S -2.0798 3.6128 -1.2470 0.483
C -0.6957 3.2040 -0.4879 -1.029
N 0.2854 2.9869 0.1385 -0.066



*ii*
75
Properties=species:S:1:pos:R:3:lowdin_charge:R:1 method="wB97M-V/def2-TZVPD" orbital_gap_ev=8.11 spin_multiplicity=1 total_charge=0
Pd -0.7021 -0.0118 -0.4064 0.258
C 2.7219 0.2975 -0.1653 -0.181
Si 1.3667 -0.2240 -1.3463 0.534
C 1.3488 0.9326 -2.8582 -0.272
C 2.0971 0.7928 -4.0253 -0.081
C 1.9825 1.7081 -5.0628 -0.077
C 1.1167 2.7871 -4.9513 -0.075
C 0.3629 2.9492 -3.7981 -0.086
C 0.4817 2.0291 -2.7622 -0.372
P -0.4965 2.1099 -1.2286 0.964
C -2.0792 2.8565 -1.7330 -0.341
C -3.0651 2.0244 -2.2619 -0.094
C -4.2656 2.5542 -2.7035 -0.074
C -4.4962 3.9207 -2.6120 -0.082
C -3.5255 4.7525 -2.0755 -0.077
C -2.3190 4.2239 -1.6373 -0.079
C 0.2959 3.3719 -0.1861 -0.359
C 0.0422 3.3220 1.1834 -0.081
C 0.6140 4.2595 2.0281 -0.065
C 1.4487 5.2426 1.5139 -0.081
C 1.7157 5.2871 0.1530 -0.080
C 1.1421 4.3522 -0.6970 -0.087
C 1.6488 -2.0290 -1.8527 -0.274
C 2.8147 -2.5058 -2.4607 -0.092
C 2.9467 -3.8406 -2.8006 -0.075
C 1.9125 -4.7345 -2.5378 -0.072
C 0.7549 -4.2861 -1.9298 -0.082
C 0.6301 -2.9403 -1.5827 -0.367
P -0.8927 -2.2573 -0.8462 0.979
C -2.1236 -2.5800 -2.1558 -0.328
C -2.9371 -3.7075 -2.1833 -0.086
C -3.8059 -3.9132 -3.2463 -0.075
C -3.8648 -2.9988 -4.2871 -0.083
C -3.0522 -1.8728 -4.2678 -0.077
C -2.1885 -1.6619 -3.2058 -0.104
C -1.3570 -3.3579 0.5145 -0.361
C -2.6750 -3.3341 0.9718 -0.130
C -3.0397 -4.0801 2.0801 -0.071
C -2.0910 -4.8406 2.7497 -0.080
C -0.7760 -4.8537 2.3109 -0.076
C -0.4069 -4.1138 1.1977 -0.080
H 3.7043 0.1963 -0.6357 0.031
H 2.6925 -0.3267 0.7293 0.031
H 2.5923 1.3351 0.1512 0.023
H 2.7650 -0.0535 -4.1386 0.093
H 2.5612 1.5727 -5.9678 0.104
H 1.0202 3.4929 -5.7663 0.104
H -0.3343 3.7754 -3.7189 0.107
H -2.8925 0.9550 -2.3146 0.076
H -5.0258 1.8995 -3.1097 0.105
H -5.4382 4.3346 -2.9480 0.103
H -3.7075 5.8162 -1.9922 0.104
H -1.5690 4.8791 -1.2115 0.103
H -0.5927 2.5419 1.5862 0.067
H 0.4179 4.2118 3.0910 0.109
H 1.9013 5.9694 2.1761 0.103
H 2.3770 6.0455 -0.2459 0.103
H 1.3656 4.3759 -1.7564 0.099
H 3.6364 -1.8272 -2.6636 0.100
H 3.8566 -4.1912 -3.2711 0.105
H 2.0150 -5.7780 -2.8063 0.105
H -0.0522 -4.9800 -1.7247 0.112
H -2.9005 -4.4233 -1.3712 0.102
H -4.4396 -4.7905 -3.2593 0.105
H -4.5464 -3.1618 -5.1119 0.103
H -3.0953 -1.1554 -5.0773 0.106
H -1.5537 -0.7817 -3.1827 0.081
H -3.4095 -2.7197 0.4673 0.095
H -4.0628 -4.0554 2.4317 0.107
H -2.3769 -5.4168 3.6202 0.103
H -0.0323 -5.4344 2.8407 0.104
H 0.6242 -4.1140 0.8693 0.105
S -2.5912 0.2579 1.3224 0.463
C -1.1054 0.0069 2.0915 -0.984
N -0.0418 -0.1337 2.5408 0.048



Relative energies, kJ/mol: *i* 61.7; *ii* 0.0.